Entry 1:
Entry from the OMol25 dataset: C25H33FMnN5S2Si as an isolated structure (the ωB97M-V functional and the def2-TZVPD basis).

Results
Spin multiplicity ... 6
Lowest unoccupied orbital energy (spin up / spin down) ... -2.1549 / -2.3111 eV
Strongest force on any atom ... 0.8 eV/A
Energy above the lowest of the compared OMol25 structures with the same formula, charge and spin ... 2.33 kcal/mol
Charge ... +1

Positions of all 68 atoms, in Å:
Mn  -0.630  -0.096  0.334
S  -4.288  3.005  -0.664
S  -2.580  -2.502  -3.296
Si  1.147  1.981  -1.487
F  0.618  -2.078  0.098
N  -1.988  -1.308  -1.101
N  0.956  0.332  -0.996
N  -2.389  3.266  1.206
N  -1.229  -3.550  -1.237
N  -2.375  1.354  -0.226
C  -3.147  0.841  -1.268
C  2.765  0.581  2.187
C  2.811  -1.855  2.796
C  -0.179  2.468  -2.708
C  -2.768  -0.440  -1.858
C  1.563  -1.996  -0.920
C  2.121  -0.515  3.049
C  -1.837  -2.453  -1.733
C  -3.143  -0.891  -3.065
C  -1.477  -1.758  2.482
C  -3.730  -0.601  2.448
C  3.185  -3.046  -2.279
C  -2.229  -0.589  2.557
C  3.368  -1.816  -2.899
C  -4.215  1.577  -1.617
C  -1.534  0.598  2.795
C  2.249  -3.133  -1.257
C  -2.871  2.504  0.186
C  -0.146  0.617  2.918
C  2.649  -0.693  -2.515
C  0.933  2.988  0.095
C  -0.094  -1.745  2.654
C  1.697  -0.729  -1.476
C  2.806  2.470  -2.179
C  0.612  -0.558  2.851
H  3.851  0.535  2.278
H  2.456  1.585  2.490
H  3.635  1.962  -1.673
H  -1.148  2.585  -2.212
H  3.753  -3.916  -2.581
H  0.063  3.416  -3.206
H  -3.710  -0.379  -3.829
H  -2.778  4.185  1.321
H  1.886  3.096  0.622
H  -0.695  -3.459  -0.393
H  3.882  -1.747  2.972
H  2.880  2.267  -3.252
H  2.061  -4.062  -0.727
H  -0.288  1.699  -3.482
H  -1.984  -2.702  2.305
H  -2.095  1.516  2.912
H  -1.408  3.193  1.406
H  0.348  1.556  3.135
H  0.263  2.456  0.764
H  -4.976  1.352  -2.349
H  2.453  -2.641  3.465
H  2.936  3.550  -2.039
H  -4.175  -0.608  3.446
H  0.527  3.990  -0.097
H  -0.996  -4.307  -1.853
H  -4.098  0.287  1.928
H  4.091  -1.727  -3.703
H  0.443  -2.680  2.593
H  2.817  0.246  -3.030
H  -4.084  -1.486  1.918
H  2.676  -2.181  1.760
H  2.502  0.444  1.133
H  2.278  -0.256  4.101

Mulliken atomic charge list, values in e, 6 entries: 1.605, -0.202, -0.247, -0.024, 0.300, 0.089

***

Entry 2:
Entry from the OMol25 dataset: C10H22Cl2O3PSm as an isolated structure in a non-equilibrium geometry (the ωB97M-V functional and the def2-TZVPD basis).

Results
Spin multiplicity ... 6
Lowest unoccupied orbital energy (spin up / spin down) ... -8.2784 / -7.8604 eV
Strongest force on any atom ... 6.1 eV/A
Energy above the lowest of the compared OMol25 structures with the same formula, charge and spin ... 0.00 kcal/mol
Charge ... +2

Positions of all 39 atoms, in Å:
Sm  0.421  0.656  0.247
Cl  3.529  -2.911  -1.379
Cl  1.645  2.786  0.635
P  -0.188  1.111  -2.611
O  1.673  -1.283  -0.582
O  -3.131  0.645  -0.559
O  -0.319  0.107  2.303
C  0.378  -0.231  -3.722
C  0.923  -3.400  -1.486
C  0.979  2.437  -3.113
C  -1.606  -0.172  2.945
C  -1.981  0.670  -0.401
C  -1.700  1.633  -3.474
C  1.954  -2.408  -1.093
C  -1.500  -1.254  3.995
C  0.856  0.103  3.194
C  0.763  1.184  4.250
H  1.236  -4.396  -1.146
H  1.740  0.265  2.551
H  -2.428  0.811  -3.486
H  -2.276  -0.451  2.129
H  0.817  -3.416  -2.583
H  -0.339  -1.062  -3.705
H  0.922  -0.897  3.633
H  1.635  1.114  4.907
H  -2.505  -1.491  4.353
H  0.760  3.355  -2.553
H  2.007  2.132  -2.876
H  -2.152  2.483  -2.948
H  -1.064  -2.172  3.593
H  -0.912  -0.932  4.858
H  0.770  2.178  3.788
H  -0.040  -3.138  -1.035
H  -1.971  0.777  3.353
H  0.459  0.153  -4.748
H  1.357  -0.607  -3.400
H  -0.135  1.071  4.864
H  -1.466  1.930  -4.508
H  0.887  2.621  -4.192

Mulliken atomic charge list, values in e, 6 entries: 1.175, -0.004, -0.386, 0.620, -0.461, -0.098

***

Entry 3:
Entry from the OMol25 dataset: a 2-piece molecular cluster, C5H15NOSi overall in a non-equilibrium geometry (the ωB97M-V functional and the def2-TZVPD basis).

Results
Spin multiplicity ... 1
Lowest unoccupied orbital energy (spin up / spin down) ... 0.0861 / 0.3536 eV
Strongest force on any atom ... 1.3 eV/A
Energy above the lowest of the compared OMol25 structures with the same formula, charge and spin ... 110.39 kcal/mol
Charge ... 0

Positions of all 23 atoms, in Å:
Si  -0.268  0.488  -0.482
O  0.087  -2.730  -0.239
N  0.421  -3.057  0.997
C  -0.910  0.201  -2.246
C  1.843  -0.786  1.078
C  1.318  -0.482  -0.210
C  0.201  2.336  -0.250
C  -1.587  0.052  0.825
H  -1.215  -0.833  -2.368
H  0.831  2.478  0.623
H  -1.217  0.198  1.836
H  2.906  -1.011  1.112
H  -0.141  0.408  -2.983
H  1.319  -1.804  1.358
H  1.538  -0.100  1.865
H  1.853  -0.869  -1.065
H  -2.474  0.669  0.709
H  -1.888  -0.984  0.721
H  1.008  -3.895  1.046
H  -0.682  2.956  -0.122
H  -0.386  -3.104  1.626
H  -1.763  0.836  -2.473
H  0.746  2.719  -1.108

Mulliken atomic charge list, values in e, 6 entries: 0.272, -0.451, -0.373, -1.053, -0.806, -0.034

***

Entry 4:
Entry from the OMol25 dataset: C2H5BrN as an isolated structure in a non-equilibrium geometry (the ωB97M-V functional and the def2-TZVPD basis).

Results
Spin multiplicity ... 1
Lowest unoccupied orbital energy ... -3.8277 eV
Strongest force on any atom ... 5.2 eV/A
Energy above the lowest of the compared OMol25 structures with the same formula, charge and spin ... 11.88 kcal/mol
Charge ... +1

Positions of all 9 atoms, in Å:
Br  -0.617  -1.954  1.978
N  -0.088  0.501  0.555
C  -0.716  -0.820  0.442
C  0.454  -0.496  -0.378
H  -0.552  1.339  0.202
H  0.344  -0.288  -1.435
H  -2.016  -0.867  -0.103
H  0.439  0.682  1.415
H  1.411  -0.928  -0.106

Mulliken atomic charge list, values in e, 6 entries: 0.037, -0.190, -0.104, -0.279, 0.306, 0.270

***

Entry 5:
Entry from the OMol25 dataset: H2O3Si as an isolated structure in a non-equilibrium geometry (the ωB97M-V functional and the def2-TZVPD basis).

Results
Spin multiplicity ... 1
Lowest unoccupied orbital energy ... -0.3280 eV
Strongest force on any atom ... 1.6 eV/A
Energy above the lowest of the compared OMol25 structures with the same formula, charge and spin ... 123.16 kcal/mol
Charge ... 0

Positions of all 6 atoms, in Å:
Si  -0.035  0.213  -0.036
O  -1.553  -0.378  0.055
O  1.288  -0.624  -0.057
O  2.306  0.456  0.058
H  -1.819  -1.294  0.116
H  -0.187  1.627  -0.134

How positive or negative is each atom? The Mulliken charges in e answer that: 0.770, -0.442, -0.103, -0.569, 0.354, -0.009

***

Entry 6:
Entry from the OMol25 dataset: one molecule with the formula C5H10N2O in a non-equilibrium geometry (the ωB97M-V functional and the def2-TZVPD basis).

Results
Spin multiplicity ... 1
Lowest unoccupied orbital energy ... 0.8394 eV
Strongest force on any atom ... 2.7 eV/A
Energy above the lowest of the compared OMol25 structures with the same formula, charge and spin ... 52.36 kcal/mol
Charge ... 0

Positions of all 18 atoms, in Å:
O  0.152  -1.487  1.080
N  1.793  0.708  -1.425
N  -0.425  0.044  -1.670
C  0.815  -0.268  -0.954
C  -0.230  0.897  1.126
C  -1.308  -0.888  -1.612
C  -1.138  0.837  2.109
C  0.648  -0.225  0.613
H  0.330  -1.502  2.036
H  -1.331  -0.071  2.671
H  1.677  0.732  -2.438
H  -1.722  1.715  2.373
H  -1.167  -1.847  -1.085
H  -2.278  -0.748  -2.116
H  1.176  -1.263  -1.247
H  1.648  -0.108  1.050
H  -0.107  1.849  0.612
H  1.468  1.625  -1.124

Mulliken atomic charge list, values in e, 6 entries: -0.537, -0.731, -0.514, -0.020, -0.114, -0.265

***

Calculated E (eV), listed in the same order as above: -97496.1427 -69094.0861 -16840.2805 -73678.3139 -14049.1491 -10373.0346